Entry 1:
This record from the Open Molecules 2025 dataset describes a structure of composition C3H7N3S2. The level of theory is the ωB97M-V functional and the def2-TZVPD basis.

Last column: Mulliken charge in e.
Geometry (Å):
C: -0.20 0.68 -1.13  0.847
C: 0.14 0.24 0.25  -0.591
C: 0.61 -0.96 0.70  0.543
H: -1.31 2.03 -2.57  0.305
H: -1.06 2.47 -0.49  0.258
H: -0.19 0.09 -2.90  0.114
H: 1.06 -0.87 -1.63  0.191
H: -0.42 1.12 0.90  -0.084
H: 1.36 -1.98 2.29  0.238
H: -1.20 -0.99 3.24  0.183
N: -0.87 1.86 -1.36  -0.590
N: 0.13 -0.12 -2.03  -0.352
N: 0.67 -1.28 2.01  -0.327
S: 1.33 -2.23 -0.38  -0.518
S: -0.04 -0.08 3.10  -0.219

E_HOMO in eV: -7.71
Spin multiplicity: 1
ΔE to the lowest compared entry with this formula, charge and spin in kcal per mole: 92.1
E_tot in eV: -29361.633
LUMO energy in eV: 0.1


Entry 2:
This record from the Open Molecules 2025 dataset describes the molecule C3H6OS2. The level of theory is the ωB97M-V functional and the def2-TZVPD basis.

Last column: Mulliken charge in e.
Geometry (Å):
O: -0.65 2.20 -1.36  -0.615
S: -0.23 0.77 -1.27  0.495
S: 1.27 0.14 -2.46  -0.354
C: 0.06 0.47 0.44  0.029
C: -0.64 -0.75 0.99  -0.415
C: 0.84 -0.76 0.69  -0.594
H: -1.41 0.21 -1.86  0.189
H: 0.00 1.42 1.08  0.357
H: -1.42 -1.18 0.32  0.222
H: -0.79 -0.65 2.11  0.239
H: 1.48 -0.79 1.51  0.244
H: 1.49 -1.07 -0.18  0.204

E_HOMO in eV: -9.26
Spin multiplicity: 1
ΔE to the lowest compared entry with this formula, charge and spin in kcal per mole: 86.9
E_tot in eV: -26922.673
LUMO energy in eV: 0.0
SMILES string: O=[S@@H](=S)C1CC1


Entry 3:
This record from the Open Molecules 2025 dataset describes the molecule C4H6N2O. The level of theory is the ωB97M-V functional and the def2-TZVPD basis.

Last column: Mulliken charge in e.
Geometry (Å):
N: 0.63 2.25 -0.03  -0.579
C: 0.40 0.86 -0.04  0.090
C: 1.30 -0.17 0.00  -0.546
C: 0.57 -1.40 0.02  -0.454
C: -0.76 -1.07 -0.03  0.283
O: -1.91 -1.79 -0.08  -0.532
N: -0.87 0.29 -0.05  -0.070
H: 0.76 2.61 0.91  0.241
H: -0.10 2.78 -0.49  0.258
H: 2.38 -0.04 0.01  0.404
H: 0.98 -2.40 0.05  0.380
H: -1.66 -2.71 -0.20  0.337
H: -1.74 0.79 -0.08  0.188

E_HOMO in eV: -7.36
Spin multiplicity: 1
ΔE to the lowest compared entry with this formula, charge and spin in kcal per mole: 21.8
E_tot in eV: -9272.559
LUMO energy in eV: 0.8
SMILES string: Nc1ccc(O)[nH]1


Entry 4:
This record from the Open Molecules 2025 dataset describes the ion C8H17N4 with charge +1. The level of theory is the ωB97M-V functional and the def2-TZVPD basis.

Last column: Mulliken charge in e.
Geometry (Å):
C: 3.59 0.48 0.61  -1.226
C: 2.47 1.36 0.04  -0.588
C: 1.19 0.58 0.32  -0.391
N: 1.17 -0.61 -0.49  0.433
N: 0.62 -1.66 0.09  -0.449
C: 0.04 -2.73 -0.51  -0.715
N: -0.17 1.10 0.20  0.277
C: -1.13 0.44 0.89  -0.750
C: -2.33 0.43 0.31  0.539
C: -3.50 -0.31 0.73  -1.440
C: -2.15 1.17 -1.04  -0.368
N: -0.67 1.36 -1.11  -0.462
H: 3.89 -0.28 -0.11  0.335
H: 3.53 0.19 1.63  0.393
H: 4.36 1.19 0.71  0.426
H: 2.54 1.69 -1.03  0.316
H: 2.53 2.21 0.64  0.375
H: 1.18 0.29 1.33  0.477
H: 1.22 -0.75 -1.54  0.345
H: -1.08 -2.48 -0.51  0.268
H: 0.46 -3.13 -1.45  0.373
H: 0.03 -3.61 0.26  0.274
H: -0.89 0.14 1.83  0.541
H: -3.24 -1.06 1.57  0.308
H: -3.70 -0.98 -0.05  0.412
H: -4.43 0.18 0.85  0.400
H: -2.37 0.51 -1.88  0.342
H: -2.83 2.03 -0.89  0.301
H: -0.30 2.26 -1.38  0.254

E_HOMO (spin up / spin down) in eV: -11.54 / -11.01
Spin multiplicity: 1
ΔE to the lowest compared entry with this formula, charge and spin in kcal per mole: 106.8
E_tot in eV: -14520.512
LUMO energy (spin up / spin down) in eV: -4.5 / -5.5
SMILES string: CC[C@H](/[NH+]=N/C)N1C=C(C)CN1
Total charge: +1


Entry 5:
This record from the Open Molecules 2025 dataset describes a cluster of 2 separate species, C6H12O in total. The level of theory is the ωB97M-V functional and the def2-TZVPD basis.

Last column: Mulliken charge in e.
Geometry (Å):
C: -0.22 -0.10 0.14  -1.106
C: -1.69 -0.41 0.47  0.081
C: -2.69 -0.63 -0.62  -0.555
C: -2.75 0.65 0.14  -0.679
H: 0.71 -0.61 -0.48  0.271
H: -0.19 0.79 -0.47  0.345
H: 0.35 -0.02 1.06  0.325
H: -1.89 -0.91 1.42  0.392
H: -2.29 -0.59 -1.63  0.229
H: -3.47 -1.37 -0.46  0.263
H: -2.44 1.58 -0.34  0.224
H: -3.58 0.79 0.83  0.247
C: 3.26 -0.31 0.30  -0.815
C: 2.28 0.57 -0.43  -0.029
O: 1.66 1.45 0.13  -0.500
H: 3.61 -1.17 -0.27  0.323
H: 4.11 0.38 0.46  0.294
H: 2.89 -0.62 1.28  0.247
H: 2.33 0.54 -1.54  0.442

E_HOMO in eV: -9.70
Spin multiplicity: 1
ΔE to the lowest compared entry with this formula, charge and spin in kcal per mole: 74.0
E_tot in eV: -8461.147
LUMO energy in eV: 1.1
SMILES string: CC1CC1.CC=O


Entry 6:
This record from the Open Molecules 2025 dataset describes a structure of composition C35H31N3OPPtS3SeTe. The level of theory is the ωB97M-V functional and the def2-TZVPD basis.

Last column: Mulliken charge in e.
Geometry (Å):
Pt: 0.19 -0.36 0.93  3.516
S: 2.76 0.36 4.59  -0.131
C: 1.85 0.11 3.28  0.349
S: 0.12 0.31 3.16  -0.362
S: 2.39 -0.39 1.71  -0.393
O: 0.62 -2.25 -1.42  -0.416
N: 0.67 -0.91 -1.11  -0.089
C: 0.63 -0.21 -2.17  -0.404
C: 0.68 1.24 -2.37  1.104
C: 0.82 1.59 -3.72  -1.098
C: 0.88 2.91 -4.12  -0.984
C: 0.78 3.91 -3.17  -0.770
C: 0.64 3.58 -1.84  -0.843
C: 0.58 2.26 -1.40  0.686
P: 0.46 1.97 0.40  -0.435
C: -0.79 3.10 1.08  1.038
C: -0.55 4.48 1.13  -0.245
C: -1.52 5.34 1.62  -0.944
C: -2.72 4.84 2.10  -0.698
C: -2.95 3.47 2.10  -0.793
C: -1.98 2.61 1.60  0.131
C: 2.02 2.66 0.99  0.865
C: 3.15 2.66 0.17  -0.766
C: 4.36 3.14 0.66  -0.774
C: 4.45 3.61 1.96  -0.614
C: 3.32 3.61 2.78  -0.777
C: 2.11 3.14 2.29  -0.825
H: 0.83 -2.77 -0.61  0.094
H: 0.60 -0.80 -3.09  0.451
H: 0.89 0.80 -4.46  0.463
H: 0.99 3.15 -5.17  0.425
H: 0.83 4.95 -3.47  0.495
H: 0.58 4.38 -1.11  0.198
H: 0.40 4.88 0.82  0.355
H: -1.32 6.40 1.66  0.451
H: -3.47 5.52 2.49  0.421
H: -3.87 3.07 2.51  0.518
H: -2.15 1.55 1.66  -0.092
H: 3.10 2.28 -0.84  0.403
H: 5.24 3.13 0.02  0.456
H: 5.39 3.98 2.34  0.425
H: 3.39 3.96 3.80  0.470
H: 1.24 3.13 2.94  0.538
C: 1.13 -7.62 -1.89  -1.499
C: 0.88 -6.45 -0.98  0.751
C: -0.40 -5.92 -0.82  -1.147
C: -0.64 -4.85 0.03  1.476
C: -2.05 -4.33 0.15  -1.171
C: 0.43 -4.28 0.73  -1.209
Te: 0.05 -2.78 2.18  0.299
C: 1.74 -4.79 0.58  1.620
C: 2.96 -4.24 1.27  -1.572
C: 1.93 -5.86 -0.28  -0.858
H: 0.21 -7.94 -2.38  0.358
H: 1.53 -8.46 -1.33  0.357
H: 1.86 -7.36 -2.66  0.343
H: -1.22 -6.37 -1.36  0.287
H: -2.72 -4.87 -0.51  0.405
H: -2.09 -3.27 -0.12  0.001
H: -2.42 -4.42 1.17  0.335
H: 2.78 -3.31 1.79  0.123
H: 3.76 -4.08 0.55  0.406
H: 3.32 -4.97 2.00  0.397
H: 2.93 -6.26 -0.41  0.465
Se: -2.95 -1.25 1.96  0.438
N: -2.01 -0.54 0.58  -0.981
C: -2.87 0.12 -0.19  0.487
C: -2.56 0.84 -1.38  -0.346
C: -3.56 1.47 -2.04  -0.586
C: -4.92 1.45 -1.59  -0.640
C: -5.26 0.78 -0.47  -0.751
C: -4.24 0.10 0.27  0.854
N: -4.45 -0.54 1.40  -0.794
H: -1.55 0.87 -1.75  0.349
H: -3.33 2.02 -2.95  0.481
H: -5.67 1.98 -2.16  0.417
H: -6.28 0.74 -0.10  0.502

E_HOMO in eV: -10.14
Spin multiplicity: 1
ΔE to the lowest compared entry with this formula, charge and spin in kcal per mole: 2.6
E_tot in eV: -160991.071
LUMO energy in eV: -3.9
Total charge: +1


Entry 7:
This record from the Open Molecules 2025 dataset describes a structure of composition C35H68ClI2O11P. The level of theory is the ωB97M-V functional and the def2-TZVPD basis.

Last column: Mulliken charge in e.
Geometry (Å):
C: 4.61 0.59 0.62  -0.839
C: 4.03 1.43 -0.66  -0.450
C: 2.61 0.80 -1.28  0.300
Cl: 2.68 -1.03 -0.99  -0.179
C: 1.31 1.56 -0.62  0.955
C: 1.24 3.22 -0.69  -1.095
I: 0.97 4.39 1.18  0.061
C: 1.37 4.02 -1.94  -0.336
C: 1.58 3.32 -3.41  -0.218
I: 1.29 6.25 -1.93  0.021
O: 1.49 1.37 0.85  -0.225
C: 0.71 0.29 1.52  0.520
O: 0.81 -0.19 2.77  -0.614
O: -0.16 -0.17 0.39  -0.058
C: -0.18 0.84 -0.72  0.082
C: -1.44 1.81 -0.18  -0.786
O: -2.62 0.94 -0.05  0.018
C: -3.87 1.63 -0.40  0.291
C: -5.14 1.55 0.68  -0.335
C: -6.62 2.25 0.35  -0.467
C: -6.93 3.07 -1.06  -0.237
C: -5.64 3.15 -2.11  -0.378
C: -4.19 2.44 -1.80  0.097
P: -0.82 0.30 -2.44  0.807
C: -1.98 -1.25 -2.31  -0.837
O: 0.50 -0.27 -3.47  -0.544
H: 5.45 1.28 1.12  0.328
H: 5.16 -0.38 0.26  0.340
H: 3.83 0.38 1.48  0.089
H: 4.82 1.41 -1.55  0.321
H: 3.93 2.55 -0.34  0.295
H: 2.71 0.95 -2.45  0.344
H: 2.74 3.04 -3.51  0.259
H: 1.38 4.06 -4.32  0.362
H: 1.01 2.30 -3.54  -0.376
H: -1.20 2.23 0.90  0.130
H: -1.57 2.74 -0.88  0.371
H: -5.08 0.98 1.71  0.229
H: -7.53 2.16 1.12  0.252
H: -7.98 3.57 -1.31  0.204
H: -5.80 3.74 -3.11  0.264
H: -3.30 2.50 -2.59  0.045
H: -3.10 -0.89 -2.51  0.246
H: -1.71 -1.96 -3.21  0.520
H: -1.85 -1.84 -1.30  0.034
H: 0.22 -1.12 -3.94  0.232
C: 5.67 -1.91 3.54  -1.189
C: 6.64 -2.50 2.52  0.374
C: 7.94 -2.92 3.18  -1.251
O: 6.91 -1.53 1.51  -0.528
H: 6.10 -1.02 4.01  0.315
H: 4.75 -1.60 3.05  0.219
H: 5.43 -2.64 4.32  0.407
H: 6.18 -3.36 2.03  0.304
H: 8.45 -2.07 3.64  0.336
H: 8.63 -3.33 2.43  0.277
H: 7.77 -3.68 3.95  0.371
H: 7.33 -0.76 1.94  0.347
C: -2.73 -4.51 1.65  -0.847
C: -1.76 -5.10 0.64  0.356
C: -0.46 -5.52 1.29  -1.214
O: -1.49 -4.13 -0.37  -0.506
H: -2.30 -3.61 2.13  -0.003
H: -3.65 -4.19 1.16  0.316
H: -2.97 -5.23 2.43  0.382
H: -2.22 -5.96 0.15  0.276
H: 0.05 -4.66 1.75  0.262
H: 0.23 -5.93 0.55  0.336
H: -0.63 -6.28 2.06  0.386
H: -1.07 -3.36 0.06  0.285
C: -11.07 6.97 -2.37  -1.352
C: -10.34 5.65 -2.57  0.480
C: -11.01 4.80 -3.64  -1.231
O: -10.31 4.93 -1.34  -0.536
H: -12.10 6.80 -2.04  0.340
H: -10.58 7.56 -1.59  0.335
H: -11.09 7.55 -3.29  0.363
H: -9.30 5.84 -2.86  0.289
H: -12.04 4.55 -3.35  0.318
H: -10.48 3.85 -3.76  0.320
H: -11.03 5.32 -4.60  0.366
H: -11.23 4.75 -1.08  0.330
C: 12.71 -5.62 3.47  -1.395
C: 11.48 -4.78 3.75  0.490
C: 11.74 -3.30 3.47  -1.156
O: 11.10 -4.94 5.11  -0.561
H: 13.55 -5.32 4.10  0.350
H: 12.52 -6.67 3.69  0.336
H: 13.02 -5.53 2.42  0.357
H: 10.64 -5.13 3.13  0.279
H: 12.54 -2.92 4.10  0.416
H: 10.85 -2.71 3.69  0.221
H: 12.02 -3.15 2.42  0.338
H: 11.84 -4.63 5.67  0.350
C: -2.31 1.72 -6.13  -0.938
C: -1.20 2.66 -6.57  0.265
C: -0.47 2.12 -7.79  -1.324
O: -0.27 2.82 -5.50  -0.401
H: -1.91 0.73 -5.86  0.193
H: -2.82 2.11 -5.24  0.088
H: -3.05 1.58 -6.93  0.450
H: -1.62 3.64 -6.79  0.316
H: 0.00 1.15 -7.57  0.314
H: 0.34 2.80 -8.08  0.317
H: -1.15 2.00 -8.63  0.424
H: 0.10 1.95 -5.29  0.226
C: -4.14 -1.34 4.53  -1.183
C: -3.49 -2.48 5.30  0.290
C: -2.72 -1.97 6.50  -1.237
O: -2.61 -3.19 4.43  -0.457
H: -3.38 -0.64 4.15  0.262
H: -4.69 -1.72 3.66  0.291
H: -4.84 -0.78 5.16  0.452
H: -4.27 -3.18 5.63  0.273
H: -1.91 -1.30 6.19  0.296
H: -2.25 -2.81 7.03  0.323
H: -3.37 -1.43 7.19  0.384
H: -1.93 -2.57 4.13  0.283

E_HOMO in eV: -8.33
Spin multiplicity: 1
E_tot in eV: -97916.541
LUMO energy in eV: -0.4


Entry 8:
This record from the Open Molecules 2025 dataset describes a cluster of 7 separate species, C46H41F6O21P in total. The level of theory is the ωB97M-V functional and the def2-TZVPD basis.

Last column: Mulliken charge in e.
Geometry (Å):
C: 0.56 2.40 3.11  -0.001
C: -0.09 2.26 2.10  -1.429
C: -0.66 1.92 0.71  0.756
C: -1.96 1.21 0.68  0.357
C: -2.80 0.83 1.95  -0.660
C: -4.11 1.70 2.09  -0.058
O: -4.54 1.90 3.21  -0.561
C: -4.93 2.30 0.90  0.848
C: -5.00 3.78 0.74  -0.484
C: -5.82 4.38 -0.36  -0.480
C: -6.56 3.57 -1.36  -0.391
C: -6.49 2.08 -1.20  -0.252
C: -5.71 1.51 -0.08  -0.232
C: -2.51 0.84 -0.64  -0.804
C: -1.77 1.21 -1.88  -0.268
C: -0.47 1.97 -1.84  -0.034
C: 0.12 2.32 -0.52  0.275
P: 1.74 3.20 -0.24  0.082
C: 3.22 2.39 -1.05  -0.074
C: 4.19 1.66 0.02  -0.536
C: 1.66 5.05 -0.48  -0.676
C: 2.01 5.60 -1.92  -0.818
C: 0.21 2.37 -3.18  0.744
O: 1.29 2.91 -3.31  -0.580
C: -0.59 2.07 -4.51  0.294
C: -0.08 2.54 -5.83  -0.621
C: -0.86 2.29 -7.08  -0.487
C: -2.17 1.58 -7.08  -0.487
C: -2.66 1.08 -5.78  -0.483
C: -1.88 1.33 -4.54  0.461
C: -2.46 0.77 -3.22  0.511
O: -3.42 0.02 -3.20  -0.652
H: 1.13 2.56 4.05  0.523
H: -3.06 -0.27 1.98  0.380
H: -2.19 1.02 2.89  0.057
H: -4.48 4.49 1.45  0.365
H: -5.90 5.50 -0.47  0.300
H: -7.17 3.99 -2.20  0.376
H: -7.02 1.36 -1.91  0.280
H: -5.69 0.38 -0.01  0.276
H: -3.46 0.28 -0.74  0.474
H: 3.86 3.19 -1.52  0.439
H: 2.99 1.63 -1.84  0.094
H: 4.29 0.56 -0.21  -0.319
H: 5.19 2.19 0.02  0.212
H: 3.70 1.80 1.03  0.435
H: 0.66 5.41 -0.08  0.367
H: 2.43 5.49 0.23  0.412
H: 2.70 4.95 -2.52  0.107
H: 1.05 5.85 -2.47  0.213
H: 2.54 6.60 -1.79  0.375
H: 0.89 3.08 -5.96  0.401
H: -0.50 2.66 -8.08  0.325
H: -2.80 1.40 -7.99  0.357
H: -3.64 0.52 -5.74  0.358
O: 2.32 0.02 3.70  -0.424
C: 1.81 -0.20 4.75  0.411
O: 0.47 -0.26 4.96  0.020
C: 0.28 -0.68 6.31  -0.414
C: 1.57 -0.27 6.95  0.268
F: 1.90 -1.12 7.96  -0.302
O: 2.51 -0.42 5.91  -0.329
H: 0.11 -1.76 6.33  0.259
H: -0.59 -0.18 6.75  0.296
H: 1.58 0.76 7.32  0.280
O: 5.29 1.94 -2.93  -0.505
C: 5.28 1.03 -3.70  0.553
O: 5.22 1.16 -5.05  -0.326
C: 5.36 -0.14 -5.60  -0.477
C: 4.92 -1.02 -4.47  0.381
F: 5.59 -2.20 -4.48  -0.312
O: 5.32 -0.28 -3.33  -0.168
H: 6.41 -0.30 -5.88  0.283
H: 4.74 -0.26 -6.49  0.285
H: 3.85 -1.20 -4.43  0.254
O: 2.13 -5.01 4.63  -0.613
C: 1.33 -4.44 3.95  0.603
O: 1.23 -4.58 2.60  -0.324
C: 0.09 -3.84 2.19  -0.433
C: -0.07 -2.85 3.29  0.665
F: -1.37 -2.54 3.49  -0.356
O: 0.41 -3.55 4.43  -0.289
H: -0.77 -4.52 2.11  0.267
H: 0.25 -3.37 1.22  0.331
H: 0.52 -1.94 3.16  0.048
O: 3.28 -1.62 -1.29  -0.431
C: 3.86 -2.20 -0.43  0.471
O: 3.31 -2.54 0.76  -0.122
C: 4.27 -3.33 1.45  -0.461
C: 5.56 -2.90 0.81  0.288
F: 6.46 -3.91 0.78  -0.298
O: 5.17 -2.60 -0.52  -0.315
H: 4.06 -4.39 1.29  0.269
H: 4.25 -3.12 2.52  0.290
H: 6.01 -2.01 1.27  0.311
O: 4.29 -9.54 6.20  -0.502
C: 4.67 -8.43 6.39  0.622
O: 4.81 -7.87 7.63  -0.312
C: 5.41 -6.59 7.43  -0.408
C: 5.05 -6.28 6.01  0.529
F: 6.02 -5.54 5.41  -0.313
O: 5.02 -7.56 5.40  -0.296
H: 6.49 -6.68 7.58  0.273
H: 5.02 -5.86 8.13  0.284
H: 4.09 -5.79 5.89  0.169
O: -8.99 3.01 -3.75  -0.449
C: -9.33 1.91 -4.02  0.558
O: -10.40 1.60 -4.80  -0.334
C: -10.38 0.19 -4.98  -0.446
C: -9.60 -0.27 -3.78  0.269
F: -8.89 -1.39 -4.06  -0.272
O: -8.70 0.79 -3.56  -0.216
H: -9.89 -0.06 -5.92  0.282
H: -11.39 -0.22 -5.00  0.267
H: -10.21 -0.43 -2.89  0.292

E_HOMO in eV: -6.85
Spin multiplicity: 1
E_tot in eV: -116950.918
LUMO energy in eV: -1.1
SMILES string: C#Cc1c(CC(=O)c2ccccc2)cc2c(c1P(CC)CC)C(=O)c1ccccc1C2=O.O=C1OC[C@@H](F)O1.O=C1OC[C@@H](F)O1.O=C1OC[C@@H](F)O1.O=C1OC[C@@H](F)O1.O=C1OC[C@@H](F)O1.O=C1OC[C@@H](F)O1